A:
Here is one molecule with the formula C4H10N2O2 from OMol25. Energies are from wB97M-V/def2-TZVPD.

Each line ends with the natural charge from an NBO analysis.
Element x y z (Å)
1 O -0.537 -0.779 -1.745  -0.77
2 O -1.778 0.682 -0.210  -0.67
3 N -0.605 1.672 1.453  -0.79
4 N 0.141 -0.338 0.620  -0.57
5 C -0.358 -1.624 1.116  -0.41
6 C -0.822 0.649 0.606  0.81
7 C 1.355 0.686 -1.401  -0.66
8 C 0.566 -0.557 -1.025  0.32
9 H 0.483 -2.316 1.164  0.20
10 H 0.153 1.616 2.114  0.41
11 H -1.131 -2.056 0.471  0.20
12 H 1.195 -1.450 -0.932  0.16
13 H 1.731 0.558 -2.417  0.23
14 H -1.196 2.486 1.418  0.41
15 H -0.759 -1.495 2.122  0.20
16 H 0.717 1.566 -1.382  0.21
17 H 2.193 0.833 -0.724  0.21
18 H -1.348 -0.134 -1.251  0.50

E_HOMO, eV: -9.3
Frontier orbital gap, eV: 10.2

B:
Here is a 2-piece molecular cluster, C4H10N2O2 overall from OMol25. Energies are from wB97M-V/def2-TZVPD.

Each line ends with the natural charge from an NBO analysis.
Element x y z (Å)
1 O -0.038 1.464 -0.432  -0.59
2 O 2.448 -2.345 2.383  -0.62
3 N -2.238 1.606 -0.260  -0.86
4 N 1.209 -2.071 0.581  -0.82
5 C 1.846 -1.498 1.668  0.66
6 C 1.585 -0.049 1.759  -0.74
7 C -1.306 0.522 -2.181  -0.75
8 C -1.067 1.364 -1.010  0.67
9 H 0.627 -1.496 -0.023  0.37
10 H -2.323 2.106 0.623  0.41
11 H -1.398 -0.540 -1.859  0.25
12 H -1.939 0.907 -2.975  0.24
13 H -0.327 0.588 -2.840  0.24
14 H 1.420 -2.922 0.289  0.39
15 H 2.382 0.590 2.241  0.25
16 H 1.721 0.307 0.704  0.25
17 H -3.113 1.312 -0.769  0.38
18 H 0.508 0.154 2.101  0.25

E_HOMO, eV: -9.4
Frontier orbital gap, eV: 9.9

C:
Here is one molecule with the formula C4H10N2O2 from OMol25. Energies are from wB97M-V/def2-TZVPD.

Each line ends with the natural charge from an NBO analysis.
Element x y z (Å)
1 O -1.165 1.959 -0.236  -0.59
2 O -1.412 -1.521 0.744  -0.72
3 N -0.772 0.638 1.543  -0.64
4 N 1.267 0.533 -1.537  -0.61
5 C 1.010 1.069 -0.206  -0.33
6 C 0.798 -0.864 -1.767  -0.43
7 C -0.428 1.177 0.315  0.66
8 C -0.626 -0.798 1.684  0.08
9 H -0.840 -1.102 2.692  0.18
10 H 1.356 2.104 -0.212  0.23
11 H -2.334 -1.405 0.990  0.47
12 H 0.407 -0.969 1.388  0.18
13 H -1.682 0.991 1.800  0.38
14 H 1.692 0.558 0.482  0.19
15 H 1.621 -1.430 -2.186  0.20
16 H -0.033 -0.826 -2.472  0.19
17 H 0.770 1.110 -2.182  0.36
18 H 0.371 -1.225 -0.840  0.19

E_HOMO, eV: -8.9
Frontier orbital gap, eV: 9.6

Most stable pick: A. Distance to second place: 0.0059 hartree.

A:
Here is C6H9N3 as an isolated structure from OMol25. Energies are from wB97M-V/def2-TZVPD.

Each line ends with the natural charge from an NBO analysis.
Element x y z (Å)
1 N 1.507 -0.023 -1.302  -0.64
2 N 0.100 -1.969 1.125  -0.28
3 N -1.139 1.223 0.239  -0.38
4 C -0.143 -0.974 0.537  0.15
5 C -2.201 -0.632 -0.965  -0.60
6 C -1.488 -0.152 0.299  -0.10
7 C 2.385 0.158 0.914  -0.68
8 C 1.245 0.105 -0.065  0.21
9 C -0.008 1.694 0.184  0.16
10 H -2.363 -1.707 -0.892  0.23
11 H 3.092 0.928 0.606  0.23
12 H 2.907 -0.801 0.913  0.24
13 H 2.018 0.362 1.920  0.22
14 H -1.604 -0.432 -1.855  0.21
15 H -2.107 -0.316 1.185  0.24
16 H 0.278 2.741 0.128  0.22
17 H -3.159 -0.124 -1.079  0.23
18 H 0.679 -0.082 -1.892  0.33

E_HOMO, eV: -8.3
Frontier orbital gap, eV: 7.4

B:
Here is one molecule with the formula C6H9N3 from OMol25. Energies are from wB97M-V/def2-TZVPD.

Each line ends with the natural charge from an NBO analysis.
Element x y z (Å)
1 N 0.557 2.201 -0.198  -0.50
2 N 1.311 -0.812 -0.828  -0.24
3 N 2.035 0.268 -0.321  -0.46
4 C -0.621 1.499 0.133  -0.03
5 C 1.660 1.591 -0.432  0.27
6 C -2.270 -0.233 0.558  -0.62
7 C -0.941 0.220 0.095  -0.08
8 C -0.108 -0.863 -0.543  -0.10
9 C 0.835 -1.769 0.193  -0.25
10 H -2.228 -0.889 1.432  0.21
11 H -0.676 -1.280 -1.388  0.22
12 H 2.574 2.213 -0.558  0.17
13 H -1.388 2.173 0.534  0.19
14 H -2.882 0.646 0.852  0.22
15 H -2.805 -0.759 -0.234  0.21
16 H 3.008 0.111 -0.512  0.39
17 H 1.057 -1.493 1.221  0.21
18 H 0.880 -2.825 -0.005  0.21

E_HOMO, eV: -8.3
Frontier orbital gap, eV: 9.3

Most stable pick: B. Distance to second place: 0.0623 hartree.

A:
Here is a 3-piece molecular cluster, C6H9N3 overall from OMol25. Energies are from wB97M-V/def2-TZVPD.

Each line ends with the natural charge from an NBO analysis.
Element x y z (Å)
1 N -1.121 -0.528 -4.246  -0.35
2 N -2.806 -0.365 0.444  -0.38
3 N 2.374 -0.247 2.645  -0.35
4 C -1.840 -0.772 0.896  0.32
5 C 3.187 0.451 2.236  0.31
6 C 4.209 1.355 1.743  -0.73
7 C -3.260 0.139 -2.897  -0.73
8 C -0.582 -1.262 1.462  -0.72
9 C -2.064 -0.235 -3.655  0.30
10 H 4.641 0.960 0.827  0.26
11 H -3.392 -0.365 -1.948  0.28
12 H 3.765 2.331 1.536  0.26
13 H -4.117 -0.096 -3.531  0.25
14 H 4.971 1.544 2.496  0.26
15 H -3.189 1.223 -2.797  0.25
16 H -0.319 -0.741 2.379  0.27
17 H 0.212 -1.063 0.745  0.26
18 H -0.668 -2.327 1.664  0.25

E_HOMO, eV: -11.4
Frontier orbital gap, eV: 11.9

B:
Here is one molecule with the formula C6H9N3 from OMol25. Energies are from wB97M-V/def2-TZVPD.

Each line ends with the natural charge from an NBO analysis.
Element x y z (Å)
1 N 4.788 -0.374 0.009  -0.25
2 N -1.297 -1.698 -0.419  -0.44
3 N 0.208 0.422 -0.223  -0.34
4 C -1.845 0.487 -1.155  -0.60
5 C 1.322 -0.097 0.080  0.02
6 C -1.376 0.114 1.349  -0.54
7 C 3.730 0.026 0.042  0.19
8 C -0.998 -0.393 -0.221  0.17
9 C 2.535 0.615 -0.065  -0.22
10 H -1.710 1.517 -0.982  0.21
11 H -1.300 1.157 1.271  0.22
12 H -0.753 -2.408 0.009  0.32
13 H 2.488 1.650 -0.165  0.23
14 H -0.769 -0.389 2.114  0.22
15 H -1.438 0.296 -2.117  0.21
16 H -2.820 0.141 -1.195  0.21
17 H 1.667 -1.109 0.344  0.17
18 H -2.431 0.044 1.326  0.22

E_HOMO (spin up / spin down), eV: -9.0 / -9.6
Frontier orbital gap (spin up / spin down), eV: 7.7 / 7.8

Most stable pick: A. Distance to second place: 0.1703 hartree.

A:
Here is a 2-piece molecular cluster, C4H10NO3 overall from OMol25. Energies are from wB97M-V/def2-TZVPD.

Each line ends with the natural charge from an NBO analysis.
Element x y z (Å)
1 O 1.248 0.962 3.371  -0.99
2 O 2.038 0.647 0.743  -0.82
3 O 2.531 -0.852 -0.866  -0.77
4 N -0.656 0.059 -0.290  -0.43
5 C -1.870 0.449 -0.970  -0.40
6 C 0.538 0.411 -1.084  -0.33
7 C -0.671 -1.353 0.070  -0.43
8 C 1.842 0.036 -0.330  0.76
9 H -2.733 0.333 -0.316  0.18
10 H -0.818 -1.485 1.146  0.18
11 H 0.252 -1.876 -0.195  0.23
12 H -1.816 1.504 -1.212  0.19
13 H 0.661 0.579 2.703  0.48
14 H 1.975 1.152 2.745  0.50
15 H -1.523 -1.872 -0.380  0.16
16 H 0.563 -0.087 -2.055  0.16
17 H -2.070 -0.099 -1.902  0.14
18 H 0.511 1.494 -1.180  0.19

Net charge: -1
E_HOMO, eV: -4.5
Frontier orbital gap, eV: 8.2

B:
Here is a 2-piece molecular cluster, C4H10NO3 overall from OMol25. Energies are from wB97M-V/def2-TZVPD.

Each line ends with the natural charge from an NBO analysis.
Element x y z (Å)
1 O -2.350 -0.820 -0.008  -0.78
2 O -2.131 -0.128 3.087  -0.99
3 O -1.594 1.130 0.772  -0.78
4 N 2.527 -0.464 0.259  -0.87
5 C 1.531 0.308 -0.472  -0.22
6 C -1.704 0.230 -0.074  0.78
7 C -0.788 0.406 -1.439  -0.53
8 C 0.494 -0.468 -1.389  -0.42
9 H -2.072 -0.251 2.056  0.51
10 H 1.132 -0.689 -2.273  0.19
11 H -1.222 0.130 3.274  0.45
12 H 0.862 0.717 0.290  0.20
13 H -0.467 1.447 -1.571  0.18
14 H -1.436 0.113 -2.230  0.20
15 H 2.082 1.075 -1.029  0.16
16 H 0.167 -1.312 -0.743  0.21
17 H 2.234 -1.423 0.372  0.35
18 H 2.736 -0.002 1.116  0.35

Net charge: -1
E_HOMO, eV: -4.5
Frontier orbital gap, eV: 8.5

C:
Here is a 2-piece molecular cluster, C4H10NO3 overall from OMol25. Energies are from wB97M-V/def2-TZVPD.

Each line ends with the natural charge from an NBO analysis.
Element x y z (Å)
1 O -1.603 -0.058 0.242  -0.80
2 O 0.111 0.224 1.681  -0.80
3 O -1.350 1.402 3.958  -0.99
4 N 0.691 -0.931 -1.551  -0.64
5 C 0.557 1.443 -1.400  -0.64
6 C 0.169 -2.150 -0.802  -0.44
7 C 0.768 0.192 -0.591  -0.17
8 C -0.369 0.120 0.533  0.75
9 H 1.285 2.100 -0.980  0.20
10 H -0.915 -2.161 -0.524  0.21
11 H -0.494 1.728 3.616  0.48
12 H 0.265 -2.980 -1.413  0.17
13 H -0.048 -0.925 -2.342  0.35
14 H 1.756 0.061 -0.028  0.20
15 H 0.547 1.570 -2.451  0.20
16 H -0.497 1.945 -1.389  0.22
17 H -1.597 0.681 3.315  0.50
18 H 0.725 -2.261 0.124  0.19

Net charge: -1
E_HOMO, eV: -4.2
Frontier orbital gap, eV: 8.3

Most stable pick: A. Distance to second place: 0.0086 hartree.